A structure of composition C2H2INO in a non-equilibrium geometry. Source: the OMol25 dataset; level of theory: wB97M-V/def2-TZVPD.

XYZ file:
```
7
Properties=species:S:1:pos:R:3:forces:R:3:lowdin_spin:R:1
C -0.6052 -0.8702 -1.1984 2.3092 2.8922 3.7058 0.119
C 0.3689 0.0959 0.2386 -1.4019 0.4935 -2.7080 0.475
N -0.8162 -1.6012 -2.0410 -0.7264 -1.5153 -1.7345 0.021
O 0.5362 1.3989 0.0898 2.2126 -0.8127 -1.8525 0.061
I -0.7952 -0.6343 2.0340 -1.6322 -0.9763 2.1714 1.299
H 1.3012 -0.3778 0.3096 1.2966 -1.1147 -0.7482 0.015
H 0.0103 1.9886 0.5675 -2.0579 1.0333 1.1660 0.010
```
Forces are in eV/Å.

Properties
total charge	0
spin multiplicity	3
HOMO-LUMO gap (alpha / beta)	7.234 / 6.782	eV
expectation value of S²	2.0063
relative energy (zero: lowest compared OMol25 entry of this formula, charge and spin)	65.6	kcal/mol

***

The molecule C3H5N3 in a non-equilibrium geometry. Source: the OMol25 dataset; level of theory: wB97M-V/def2-TZVPD.

XYZ file:
```
11
Properties=species:S:1:pos:R:3:forces:R:3:nbo_charge:R:1
C -1.9128 -0.3187 0.1904 -3.5371 -0.4390 2.1021 -0.423
C 1.2700 0.9289 0.1389 -1.0208 -4.9622 0.0688 -0.112
C 1.4321 -0.4968 -0.2432 2.3991 3.0275 -1.5770 -0.058
H -2.6898 0.0354 -0.6835 1.8110 -0.6492 2.5383 0.222
H -2.0432 0.2466 1.3882 -0.4495 -1.9523 -3.9526 0.234
H -1.8969 -1.4856 0.2436 -0.6620 2.2546 0.1451 0.241
H 1.7705 1.7613 0.4310 2.2974 1.7062 0.6816 0.216
H 2.3146 -0.9394 -0.6809 0.0569 -0.3360 0.5013 0.213
N -0.6004 -0.0047 -0.1004 2.3436 -3.6403 -0.9908 -0.051
N 0.0086 0.9644 0.3924 -1.2594 5.4689 0.5821 -0.210
N 0.2788 -1.0023 -0.4655 -1.9792 -0.4783 -0.0988 -0.272
```
Forces are in eV/Å.

Properties
total charge	0
HOMO-LUMO gap	10.543	eV
relative energy (zero: lowest compared OMol25 entry of this formula, charge and spin)	75.0	kcal/mol

***

The molecule C5H7BrO2 in a non-equilibrium geometry. Source: the OMol25 dataset; level of theory: wB97M-V/def2-TZVPD.

XYZ file:
```
15
Properties=species:S:1:pos:R:3:forces:R:3:nbo_charge:R:1
C -1.1731 0.1259 -1.6903 -0.7509 2.8947 2.9284 0.836
C -0.8925 0.9657 -0.1618 -1.5256 -3.8857 -3.2380 -0.425
C 0.0959 -0.1907 -0.0756 1.7764 2.0461 1.1396 0.248
C -0.0097 -1.0911 1.1044 -1.0710 -0.4369 -3.0467 -0.631
C 1.5506 0.3995 0.0210 -1.4384 -3.3846 -0.0184 -0.615
O -1.8789 0.3068 -2.6121 0.1854 -0.5575 -0.4007 -0.526
O -0.2588 -0.7638 -1.3682 0.9446 -1.2795 0.0257 -0.487
Br -2.3867 1.0113 0.9823 -0.2393 0.2398 0.2732 0.068
H -0.4956 1.8791 -0.3970 0.8750 2.4157 -0.0160 0.221
H 0.6593 -1.8485 0.9132 1.6759 -1.9929 -0.1299 0.217
H -0.9530 -1.5251 1.0929 -1.8930 -0.7512 0.6489 0.224
H 0.2509 -0.6216 1.9658 0.4054 1.4473 2.5282 0.224
H 2.2360 -0.4702 0.1311 -0.1941 0.7292 -0.0418 0.213
H 1.4651 0.9120 0.9461 0.6580 1.0466 0.5315 0.218
H 1.7904 0.9107 -0.8518 0.5916 1.4688 -1.1841 0.217
```
Forces are in eV/Å.

Properties
total charge	0
HOMO-LUMO gap	10.212	eV
relative energy (zero: lowest compared OMol25 entry of this formula, charge and spin)	0.1	kcal/mol

***

A structure of composition C21H15N6O4Tc in a non-equilibrium geometry. Source: the OMol25 dataset; level of theory: wB97M-V/def2-TZVPD.

XYZ file:
```
47
Properties=species:S:1:pos:R:3:forces:R:3:lowdin_spin:R:1
Tc 0.4156 -0.7754 -2.0800 -0.7945 0.5638 2.0829 1.763
N 4.1932 -0.5063 0.1071 0.0673 0.5330 -0.8848 0.014
C 3.2753 -0.3616 -0.8328 0.8513 0.1098 0.1872 0.010
N 2.0668 -0.8834 -0.7476 0.1938 0.0946 -0.4501 0.016
C 1.7419 -1.6412 0.3729 -1.0133 -0.3973 -0.1737 -0.015
N 0.5682 -2.2264 0.3976 1.2661 -0.6077 2.4187 -0.010
N -0.1937 -2.0410 -0.6356 -1.1595 0.6240 -2.2089 -0.039
C -1.3769 -2.5919 -0.7767 0.8279 0.2089 0.5067 0.078
C -2.0712 -2.2503 -1.9770 -0.9686 0.0327 -0.7978 0.009
C -3.3853 -2.6299 -2.2614 0.9384 0.2076 0.3431 0.017
C -3.9669 -2.1953 -3.4443 0.1514 0.2236 -0.3277 0.014
C -3.2124 -1.4410 -4.3333 0.0099 -0.0665 0.2461 0.016
C -1.9085 -1.0905 -3.9839 -0.5193 0.0571 -0.6278 0.025
N -1.3622 -1.4563 -2.8350 -0.1073 -0.5210 -0.4173 0.038
C 2.6696 -1.7720 1.4548 0.9207 0.3817 -0.0060 -0.002
C 2.3901 -2.4527 2.6477 0.2617 0.1002 0.0101 -0.003
C 3.3458 -2.5024 3.6447 -0.0354 0.0250 -0.1270 0.003
C 4.5993 -1.8970 3.4745 -0.2291 -0.0638 -0.1751 -0.007
C 4.9085 -1.2450 2.2962 -0.1153 0.1032 -0.2701 0.004
C 3.9486 -1.1687 1.2893 -0.8422 -0.8938 1.1263 -0.007
H 5.1241 -0.1109 -0.0184 -0.2583 0.0384 -0.1785 0.000
H 3.5297 0.2110 -1.7172 0.1384 -0.0355 0.0816 0.000
H -1.7866 -3.2542 -0.0173 0.1903 0.0829 -0.0261 0.001
H -3.9330 -3.2321 -1.5545 -0.0451 -0.1187 0.0650 0.000
H -4.9947 -2.4434 -3.6677 -0.0189 -0.0687 -0.0565 0.000
H -3.6191 -1.1187 -5.2817 0.0211 0.0278 0.0155 0.001
H -1.3059 -0.4893 -4.6586 -0.0221 -0.0423 0.0666 0.003
H 1.4305 -2.9279 2.7649 -0.1066 -0.0560 0.0615 0.000
H 3.1326 -3.0203 4.5680 -0.0382 -0.0275 0.0333 0.000
H 5.3343 -1.9445 4.2669 -0.0064 -0.0190 -0.0152 0.000
H 5.8782 -0.7905 2.1499 0.0932 0.0379 0.0367 0.000
O -2.4139 0.4442 -1.3316 -0.3073 0.9589 0.5513 0.022
C -1.5216 1.1412 -0.9033 -0.7753 -1.3142 -0.8672 0.011
O -0.2558 0.8355 -1.0866 1.3273 -0.5024 -0.5130 0.051
C -1.7585 2.3820 -0.1109 -1.9549 0.2188 -0.7009 0.076
C -2.9823 3.0499 -0.1800 1.2639 -2.3125 -1.2452 0.099
C -3.2006 4.1793 0.5868 -1.1407 0.8853 0.0755 0.330
C -2.2297 4.6451 1.4652 2.3917 -0.0312 1.1879 0.103
C -1.0299 3.9533 1.5295 -1.0313 1.8708 0.9784 0.064
C -0.7688 2.8386 0.7563 0.5321 -0.2417 -0.0232 0.281
N 0.0367 4.4140 2.4842 -1.1326 -0.3703 -0.9295 0.000
O 0.9969 3.6992 2.5273 1.0267 -0.4773 0.2405 0.030
O -0.1997 5.4125 3.0786 0.0748 0.8083 0.6339 -0.019
H -3.7555 2.6880 -0.8431 -0.0092 -0.0943 -0.0364 0.001
H -4.1338 4.7229 0.5160 -0.1153 -0.0325 -0.0778 0.011
H -2.3962 5.5220 2.0771 0.0811 0.0163 0.0642 0.001
H 0.1768 2.3217 0.8229 0.1176 0.0837 0.1230 0.009
```
Forces are in eV/Å.

Properties
total charge	+3
spin multiplicity	4
HOMO-LUMO gap (alpha / beta)	6.207 / 3.290	eV
expectation value of S²	3.7954
relative energy (zero: lowest compared OMol25 entry of this formula, charge and spin)	37.4	kcal/mol

***

A structure of composition C14H8CdIN2SSe. Source: the OMol25 dataset; level of theory: wB97M-V/def2-TZVPD.

XYZ file:
```
28
Properties=species:S:1:pos:R:3:forces:R:3:nbo_charge:R:1
Cd -2.2176 0.4589 -0.6546 0.1246 0.0796 -0.2166 1.396
S 2.1136 -0.3924 0.8675 -0.1949 -0.0129 -0.0453 0.358
C 2.3517 -0.4412 -0.8518 -0.2014 -0.0395 0.0498 -0.249
C 3.5329 -0.3978 -1.5807 0.0503 0.0116 -0.0258 -0.210
C 3.4457 -0.4370 -2.9608 0.0776 -0.0094 0.0588 -0.220
C 2.2064 -0.5184 -3.6014 -0.0750 0.0004 -0.0291 -0.216
C 1.0302 -0.5659 -2.8793 -0.0483 0.0240 -0.0230 -0.213
C 1.1034 -0.5292 -1.4885 0.3643 -0.0208 0.0456 0.190
N 0.0285 -0.5715 -0.6295 -0.2076 0.1137 0.1573 -0.546
C 0.3709 -0.4964 0.6147 0.4995 -0.0510 -0.2216 0.146
C -0.5895 -0.4599 1.7206 -0.3518 0.0320 0.2395 -0.182
C -0.1534 -0.7276 3.0209 0.0411 -0.0077 -0.1826 -0.197
C -1.0522 -0.7141 4.0701 0.0133 0.0108 0.0578 -0.229
C -2.3883 -0.4387 3.8121 0.0076 -0.0244 0.0375 -0.207
C -2.8105 -0.1634 2.5184 -0.0875 0.0004 -0.0895 -0.254
C -1.9366 -0.1497 1.4312 0.2752 0.0296 0.0562 -0.442
H 4.4900 -0.3253 -1.0802 0.0062 -0.0073 -0.0369 0.212
H 4.3522 -0.4004 -3.5520 -0.0096 0.0093 0.0060 0.207
H 2.1671 -0.5368 -4.6830 0.0007 -0.0014 0.0097 0.212
H 0.0600 -0.6156 -3.3584 -0.0011 -0.0058 0.0084 0.249
H 0.8918 -0.9572 3.1999 -0.0059 -0.0191 0.0657 0.202
H -0.7168 -0.9150 5.0800 0.0008 -0.0186 -0.0099 0.201
H -3.1023 -0.4338 4.6281 -0.0061 0.0101 -0.0095 0.201
H -3.8622 0.0496 2.3591 0.0126 0.0398 0.0006 0.202
Se -0.7095 2.7763 -1.0732 0.2907 -0.7301 -0.0223 -0.411
C -2.1416 3.8740 -1.0358 -0.6381 0.5601 0.0394 0.025
N -3.0484 4.5939 -1.0060 0.0733 -0.0568 -0.0009 -0.466
I -3.4154 -0.5656 -2.8873 -0.0106 0.0833 0.0806 -0.760
```
Forces are in eV/Å.

Properties
total charge	-1
HOMO-LUMO gap	7.383	eV

***

The molecule C10H8F2O in a non-equilibrium geometry. Source: the OMol25 dataset; level of theory: wB97M-V/def2-TZVPD.

XYZ file:
```
21
Properties=species:S:1:pos:R:3:forces:R:3:nbo_charge:R:1
C -1.1569 -1.3810 -2.2989 -0.6977 -2.5918 0.3823 -0.198
C -0.8330 -2.1132 -1.1532 0.1591 1.1397 -0.9074 -0.201
C -0.8228 -0.0523 -2.4286 -1.2816 -1.0119 -0.3409 -0.218
C -0.1781 -1.4622 -0.1705 -0.1182 0.5305 1.0453 -0.206
C -0.3111 0.6260 -1.3396 0.0143 0.0537 -0.8752 -0.200
C -0.0047 -0.1268 -0.1912 1.6607 3.5177 -0.5449 -0.028
C 2.3853 0.2853 0.9074 -2.2493 1.8156 0.6911 0.484
C 0.0656 1.9168 1.3929 -1.4057 -0.7982 0.8826 -0.481
C 0.6908 0.5584 0.9865 1.9570 -0.3464 -2.0423 -0.224
C -0.1502 0.6508 2.1675 -0.1163 0.5163 0.6171 0.685
O 3.2251 1.0681 1.2252 -0.6048 0.1780 0.2066 -0.482
F -1.3319 0.0123 2.1354 -0.5992 0.0457 -0.3070 -0.324
F 0.2783 0.5353 3.4223 0.9016 0.0198 0.6117 -0.316
H -1.7800 -1.9450 -3.0092 0.5198 0.7001 -0.1862 0.214
H -1.0573 -3.0944 -0.8784 -0.7441 -1.6527 -0.6568 0.218
H -1.2098 0.3278 -3.3675 0.5127 0.9619 0.2072 0.221
H 0.0171 -1.8592 0.7785 0.3925 -1.3221 1.0597 0.209
H -0.2276 1.6977 -1.5483 0.4180 -0.2425 1.0667 0.228
H 2.6858 -0.6345 0.4506 -0.3369 -1.2004 -0.4464 0.133
H 0.6063 2.6775 1.9076 0.8317 0.1438 0.2122 0.246
H -0.8907 2.3125 1.0115 0.7865 -0.4570 -0.6756 0.241
```
Forces are in eV/Å.

Properties
total charge	0
HOMO-LUMO gap	9.970	eV
relative energy (zero: lowest compared OMol25 entry of this formula, charge and spin)	7.2	kcal/mol